{"formula": "C3H9N5", "method": "wB97M-V/def2-TZVPD", "species": ["N", "C", "C", "N", "C", "N", "N", "N", "H", "H", "H", "H", "H", "H", "H", "H", "H"], "positions_angstrom": [[2.4602, -0.0100, 0.2437], [1.4272, -0.9458, 0.2062], [0.3398, -0.9719, -0.6141], [-0.4324, -2.1149, -0.7779], [-0.3663, 0.3043, -0.1021], [0.0850, 1.5226, -0.6168], [-1.4619, 0.1540, 0.5453], [-2.3713, 1.2147, 0.5650], [2.9686, 0.0089, 1.1189], [2.1995, 0.9364, 0.0030], [1.7409, -1.8955, 0.6375], [-0.2077, -2.8970, -0.1724], [-1.4220, -1.9333, -0.8488], [0.7675, 1.4117, -1.3524], [-0.6685, 2.1420, -0.8864], [-1.9495, 2.1009, 0.8374], [-3.1092, 0.9728, 1.2138]], "forces_ev_per_angstrom": [[-0.343, 0.433, 0.624], [1.721, -1.831, -1.320], [-0.491, 2.130, 3.335], [0.050, -0.496, -0.467], [-1.554, -0.458, -2.289], [0.124, 0.184, 0.271], [0.421, -0.542, -0.525], [0.267, 0.541, 0.045], [-0.071, -0.168, -0.041], [-0.061, 0.051, -0.029], [0.243, -0.152, 0.113], [-0.149, 0.178, -0.076], [0.093, -0.008, 0.264], [-0.320, -0.012, -0.158], [-0.014, 0.097, 0.031], [-0.092, -0.070, 0.233], [0.176, 0.125, -0.012]], "homo_energy_ev": -6.95, "smiles": "N/C=C(N)\\C(N)=N\\N", "gap_ha": 0.28999}


{"formula": "C28H30IrN5O4S2", "method": "wB97M-V/def2-TZVPD", "species": ["Ir", "C", "C", "C", "C", "C", "C", "C", "N", "N", "C", "C", "C", "C", "C", "C", "N", "C", "C", "C", "C", "C", "C", "N", "H", "H", "H", "H", "H", "H", "H", "H", "H", "H", "H", "H", "H", "H", "H", "H", "H", "H", "H", "H", "O", "S", "O", "N", "C", "O", "C", "C", "C", "C", "C", "C", "H", "H", "H", "H", "C", "S", "C", "O", "H", "H", "H", "H", "H", "H"], "positions_angstrom": [[-0.1904, -0.3104, 0.5643], [2.1028, -1.8316, 1.9469], [2.6050, -0.4388, 2.2741], [1.4739, 0.5431, 2.6809], [1.9327, 1.5205, 3.7005], [2.0118, 2.8461, 3.4160], [1.6104, 3.3149, 2.1535], [1.0603, 2.4068, 1.2231], [0.9573, 1.1287, 1.4533], [1.1389, -1.9243, 0.7891], [1.8823, -2.0253, -0.5155], [1.8617, -0.7648, -1.3179], [2.7932, -0.4699, -2.2905], [2.5534, 0.5895, -3.1556], [1.3819, 1.3162, -3.0260], [0.5056, 1.0042, -2.0054], [0.7550, -0.0117, -1.1642], [0.3439, -3.1984, 0.9635], [-1.0710, -3.0596, 0.4790], [-1.9421, -4.1322, 0.4745], [-3.2139, -3.9620, -0.0476], [-3.5739, -2.7237, -0.5633], [-2.6682, -1.6893, -0.5027], [-1.4411, -1.8514, 0.0249], [1.5924, -2.2162, 2.8221], [2.9454, -2.4952, 1.7445], [3.1665, 0.0176, 1.4563], [3.3017, -0.5483, 3.1072], [2.2881, 1.1266, 4.6432], [2.3979, 3.5378, 4.1530], [1.6848, 4.3605, 1.8914], [0.6857, 2.7603, 0.2684], [1.3540, -2.7581, -1.1306], [2.8900, -2.4072, -0.3566], [3.6818, -1.0794, -2.3878], [3.2683, 0.8316, -3.9309], [1.1445, 2.1262, -3.7009], [-0.4123, 1.5449, -1.8346], [0.3600, -3.5049, 2.0067], [0.8339, -3.9962, 0.4014], [-1.6230, -5.0909, 0.8619], [-3.9120, -4.7883, -0.0626], [-4.5482, -2.5592, -1.0006], [-2.8930, -0.6983, -0.8687], [-4.0058, 0.0344, 4.2214], [-2.9467, 0.9828, 4.2536], [-3.1748, 2.3523, 3.9155], [-1.7287, 0.4285, 3.1780], [-0.6729, 0.2001, 3.8457], [0.3829, -0.3216, 3.1514], [-0.6906, 0.3482, 5.3041], [0.2619, 0.0283, 6.2577], [-0.0608, 0.2315, 7.5954], [-1.3056, 0.7291, 7.9653], [-2.2815, 1.0211, 7.0121], [-1.9427, 0.8154, 5.6960], [1.2197, -0.3954, 5.9854], [0.6613, -0.0138, 8.3620], [-1.5303, 0.8736, 9.0134], [-3.2602, 1.3788, 7.3021], [-3.9619, 1.7322, 0.9509], [-2.2809, 2.2911, 0.7708], [-2.5299, 3.5049, -0.5095], [-1.5821, 1.1367, -0.0278], [-4.3905, 1.5495, -0.0336], [-4.5067, 2.5109, 1.4846], [-3.9512, 0.8286, 1.5553], [-3.1692, 4.2860, -0.0953], [-3.0017, 3.0423, -1.3749], [-1.5660, 3.9383, -0.7694]], "forces_ev_per_angstrom": [[-0.181, 0.253, -0.241], [0.027, -0.003, -0.004], [-0.022, 0.025, 0.053], [0.019, -0.239, -0.073], [0.091, 0.145, -0.041], [0.033, -0.019, 0.022], [0.006, 0.040, -0.041], [0.051, -0.049, -0.041], [-0.191, 0.062, 0.217], [0.008, 0.032, 0.179], [-0.082, -0.056, -0.095], [-0.033, -0.067, -0.075], [-0.011, -0.032, -0.033], [0.085, -0.028, -0.020], [-0.085, 0.011, 0.028], [0.002, 0.020, -0.021], [-0.011, -0.032, 0.144], [0.032, -0.056, -0.022], [0.058, -0.067, -0.123], [0.033, -0.034, -0.074], [0.000, -0.010, 0.012], [-0.008, 0.017, -0.019], [-0.006, 0.049, -0.050], [-0.056, 0.125, 0.000], [-0.014, -0.032, 0.002], [0.004, 0.020, -0.015], [0.003, 0.002, 0.009], [-0.008, -0.005, 0.000], [-0.047, -0.013, -0.012], [-0.013, 0.011, -0.009], [-0.006, -0.009, -0.001], [-0.004, 0.013, 0.018], [0.060, -0.023, 0.004], [0.013, 0.059, 0.016], [-0.006, -0.008, -0.001], [-0.001, -0.001, 0.000], [-0.006, 0.004, 0.005], [0.014, 0.000, -0.003], [-0.072, 0.130, 0.076], [0.030, -0.044, 0.121], [0.006, -0.001, -0.010], [-0.001, -0.002, -0.002], [-0.002, 0.003, 0.004], [-0.013, 0.003, 0.021], [0.033, -0.032, -0.041], [-0.070, 0.156, -0.029], [0.029, -0.042, -0.034], [0.097, 0.070, -0.134], [-0.194, -0.118, -0.115], [0.431, -0.052, 0.267], [-0.019, 0.001, 0.020], [0.001, 0.013, 0.010], [0.005, -0.009, -0.009], [-0.004, 0.000, 0.004], [-0.007, -0.004, 0.003], [0.043, -0.014, -0.009], [-0.001, 0.004, 0.002], [0.000, 0.004, 0.001], [0.001, 0.003, -0.001], [-0.001, -0.003, -0.001], [0.000, 0.024, -0.012], [-0.011, -0.175, 0.109], [0.015, 0.037, 0.039], [-0.023, -0.029, -0.014], [0.007, 0.006, 0.006], [-0.019, 0.004, 0.009], [-0.010, -0.027, 0.023], [-0.005, -0.002, -0.002], [-0.003, -0.017, 0.012], [0.006, 0.006, -0.001]], "homo_energy_ev": [-17.02, -17.14], "multiplicity": 2, "s2": 0.781, "charge": 3, "gap_ha": [0.29228, 0.24681]}


{"formula": "C4H14O3", "method": "wB97M-V/def2-TZVPD", "species": ["C", "C", "C", "C", "O", "H", "H", "H", "H", "H", "H", "H", "H", "H", "H", "O", "H", "H", "O", "H", "H"], "positions_angstrom": [[-1.1769, 0.4246, 0.1213], [0.2895, 0.6228, 0.5835], [1.2036, -0.3200, -0.1966], [2.6475, -0.3033, 0.2920], [1.1819, 0.2141, -1.5330], [-1.2440, -0.6372, -0.0945], [-1.2825, 0.8883, -0.8596], [-1.8682, 0.8976, 0.8090], [0.6677, 1.6207, 0.3308], [0.5659, 0.5958, 1.6402], [0.8855, -1.3641, -0.2192], [3.2801, -0.7121, -0.4914], [3.0081, 0.6834, 0.5888], [2.7029, -0.8756, 1.2243], [1.3339, -0.4232, -2.2172], [0.3178, -4.3054, -3.4328], [1.1508, -4.1023, -3.7993], [0.0341, -3.5870, -2.8974], [-4.9756, 3.6633, 3.4606], [-4.3931, 3.7892, 2.6785], [-4.3292, 3.2304, 4.0121]], "forces_ev_per_angstrom": [[1.596, 0.516, -0.060], [0.563, 0.127, -0.549], [0.911, 0.863, -0.489], [-0.342, -0.060, 0.776], [-0.461, 0.708, 0.197], [-0.930, -0.208, 0.582], [-0.017, 0.196, 0.099], [-0.396, -0.544, 0.064], [-0.243, 0.019, -0.293], [-0.778, -0.628, 0.226], [-0.421, -0.006, 0.169], [0.241, -0.133, 0.204], [-0.157, 0.197, -0.458], [0.219, -0.324, -0.252], [0.223, -0.720, -0.213], [-1.235, -1.478, -0.055], [1.400, 0.528, -0.522], [-0.173, 0.947, 0.577], [0.965, 0.173, -1.214], [-0.971, 0.184, 0.331], [0.007, -0.357, 0.881]], "homo_energy_ev": -10.40, "smiles": "CC[C@H](C)O.O.O", "gap_ha": 0.39354}


{"formula": "C3H2N2O2S", "method": "wB97M-V/def2-TZVPD", "species": ["C", "C", "C", "H", "H", "N", "N", "O", "O", "S"], "positions_angstrom": [[-1.8259, -0.8967, 0.1258], [-0.3786, -0.4381, 0.1642], [1.5787, -0.0765, -0.1810], [-1.9068, -1.8897, -0.0629], [1.4986, 2.0130, 0.4049], [0.6854, -0.9699, -0.0242], [0.9628, 1.2687, -0.1747], [2.7987, -0.2351, -0.2537], [-0.3791, 0.9402, 0.2467], [-3.0338, 0.2842, -0.2453]], "forces_ev_per_angstrom": [[-0.672, 5.546, -1.427], [-6.942, 4.531, 1.104], [7.375, 5.009, -0.114], [-0.839, -3.042, -0.020], [-1.702, -1.803, -0.887], [0.004, -6.639, -0.530], [0.793, -1.036, 0.910], [-2.074, 0.490, -0.210], [1.567, 0.244, -0.039], [2.491, -3.301, 1.215]], "homo_energy_ev": -9.86, "gap_ha": 0.27374}


{"formula": "C3H3O2S", "method": "wB97M-V/def2-TZVPD", "species": ["C", "C", "S", "C", "O", "O", "H", "H", "H"], "positions_angstrom": [[0.2167, 0.3317, 0.9291], [0.3709, 0.4549, -0.5210], [1.2629, 1.7270, -1.0746], [-0.5743, -0.7528, -1.1135], [-1.6664, -0.5258, -1.6430], [-0.1093, -1.8808, -0.7823], [-0.7559, 0.2795, 1.2244], [0.5489, -0.7236, 1.3626], [0.7065, 1.0899, 1.6182]], "forces_ev_per_angstrom": [[3.635, -1.515, 3.122], [-0.719, -0.070, -0.321], [-0.505, -0.980, -0.495], [0.537, -1.303, 0.150], [0.565, 1.074, 0.056], [0.254, 1.337, -0.296], [-3.227, 0.119, 0.427], [-0.242, 1.908, -1.356], [-0.298, -0.570, -1.288]], "homo_energy_ev": -4.16, "charge": -1, "smiles": "CC(=S)C(=O)[O-]", "gap_ha": 0.28240}


{"formula": "C5H12Cl7HgO2", "method": "wB97M-V/def2-TZVPD", "species": ["Hg", "C", "O", "H", "H", "H", "C", "O", "H", "H", "H", "Cl", "C", "Cl", "Cl", "H", "H", "C", "Cl", "Cl", "H", "H", "C", "Cl", "Cl", "H", "H"], "positions_angstrom": [[-1.0354, -0.7828, -0.7577], [-3.2763, -3.6063, 3.1981], [-2.6775, -3.1283, 1.9715], [-3.8346, -4.5380, 3.1066], [-2.4659, -3.8237, 3.8939], [-3.8924, -2.7969, 3.5897], [2.3012, -3.3884, -3.8134], [1.1287, -2.6588, -3.6043], [2.7480, -3.1464, -4.7777], [3.0332, -3.3313, -3.0078], [2.1744, -4.4639, -3.9368], [-3.8174, -0.6195, -3.5788], [2.0990, 3.0753, -4.4359], [0.8145, 2.6166, -3.2280], [1.6219, 2.4421, -6.0213], [2.2706, 4.1511, -4.4721], [3.0303, 2.5508, -4.2224], [3.2340, 1.8554, 2.6223], [2.4848, 3.4000, 2.0993], [2.5237, 0.6338, 1.6393], [4.3125, 1.8492, 2.4649], [3.0444, 1.6556, 3.6769], [-3.3268, 2.4182, 3.5860], [-2.7991, 2.3748, 1.8953], [-1.9166, 2.0529, 4.6254], [-3.6089, 3.4606, 3.7340], [-4.1701, 1.7481, 3.7529]], "forces_ev_per_angstrom": [[-0.351, -0.251, -0.377], [1.871, 0.769, -2.279], [-1.015, -0.988, 1.674], [-0.502, 0.036, -0.395], [0.135, 0.224, 0.508], [-0.319, 0.066, 0.319], [-1.607, 0.039, 0.675], [1.418, -0.720, -0.182], [0.360, 0.687, -0.341], [0.386, 0.717, 0.115], [-0.690, -0.571, -0.041], [0.319, 0.015, 0.348], [-0.330, -0.856, 0.240], [1.024, 0.562, -0.553], [0.008, 0.352, -0.168], [-0.419, -0.198, 0.050], [-0.293, 0.131, 0.442], [0.156, 0.534, 0.162], [0.548, 0.066, 0.573], [-0.256, -1.233, -0.399], [-0.199, 0.379, -0.160], [-0.276, 0.254, -0.191], [0.494, 0.678, -0.391], [-0.261, -0.264, -0.127], [-0.621, -0.034, 0.082], [-0.016, -0.295, 0.386], [0.435, -0.099, 0.031]], "homo_energy_ev": -4.52, "charge": -1, "gap_ha": 0.08647}


Quick rundown of maximum force, same order as above: 0.07755; 0.00991; 0.03746; 0.17340; 0.09774; 0.05926 hartree/bohr